Computed, not measured: a structure of composition C10H13ClO3Zr in a non-equilibrium geometry, with wB97M-V/def2-TZVPD.

```
28
Properties=species:S:1:pos:R:3:lowdin_charge:R:1
Cl 3.19044 0.27238 -2.75103 -0.31
C -0.83595 2.80763 -0.38319 -0.08
C -1.61983 2.03747 0.69380 -0.16
C -2.06899 0.76651 0.13456 -0.16
H -1.91713 2.48940 1.66415 0.16
C -1.65613 0.74520 -1.26186 -0.34
C -0.79142 1.92123 -1.51623 -0.14
H -0.29428 2.12801 -2.53107 0.19
H -0.47992 3.78928 -0.28426 0.12
H -2.83914 0.12890 0.56805 0.16
C -1.95037 -0.31915 -2.29076 0.01
Zr 0.11661 0.76847 0.15499 1.55
C 0.37539 0.92546 2.43064 0.02
C 2.03264 2.29869 0.69618 0.00
O 0.76945 0.92220 3.53998 0.22
O 2.75544 3.02162 1.19663 0.22
H -2.19808 -1.26960 -1.77886 0.10
H -1.03004 -0.44186 -2.92883 0.12
H -2.77846 -0.00436 -2.94889 0.13
C 1.60957 -2.90702 1.62654 -0.03
C 1.30906 -2.32494 0.22423 -0.30
O 0.23219 -1.50228 0.16460 -0.17
H 1.62078 -2.16665 2.43106 0.07
H 2.57967 -3.39091 1.60542 0.10
H 0.87200 -3.68465 1.90155 0.10
H 2.18480 -1.70326 -0.11537 0.13
H 1.27300 -3.13537 -0.46487 0.14
H -0.46131 -2.17240 0.22285 0.15
```

Summary:
**Kohn-Sham gap (spin up / spin down)**: 4.0 / 4.0 eV
**LUMO level (spin up / spin down)**: -0.409 / -0.409 Eh
**Net charge**: +2
**Max |F|**: 9.072 eV/A